ORCA calculation (wB97M-V/def2-TZVPD) on a structure of composition C28H22AlClN4OSe2.

Results
HOMO level: -13.45 eV
calculated total energy: -6879.5818 a.u.
energy above the lowest of the compared OMol25 structures with the same formula, charge and spin: 23.4 kJ/mol
maximum force: 0.599 eV/A
charge: +2
LUMO: -6.62 eV

Geometry (Å):
Se 2.697 1.211 2.765
Se 3.173 -0.588 1.390
Cl -0.067 5.995 2.591
Al 0.746 1.081 0.032
O -0.397 0.558 -1.240
N 0.048 0.833 1.892
N 2.576 1.283 -0.641
N -0.740 -1.670 -0.802
N 0.224 3.017 0.024
C -3.297 -3.140 -3.061
C -0.571 -4.694 1.352
C 0.814 0.851 2.996
C -4.280 -2.162 -3.052
C -2.134 -2.968 -2.329
C 5.005 1.110 -1.950
C -1.266 0.575 2.021
C -1.068 0.394 4.386
C -0.461 3.471 -1.041
C 0.728 -5.122 1.112
C -1.041 4.725 -1.053
C 4.732 0.286 -0.867
C -0.231 5.061 1.167
C -1.857 0.352 3.244
C -2.934 -0.824 -1.574
C -0.023 -0.584 -0.649
C 0.292 0.642 4.258
C 4.060 2.049 -2.342
C 1.064 -3.272 -0.385
C -0.236 -2.853 -0.143
C -1.059 -3.560 0.722
C 2.858 2.099 -1.672
C -0.932 5.538 0.063
C 1.546 -4.409 0.248
C -1.952 -1.809 -1.583
C -4.094 -1.006 -2.311
C 0.340 3.804 1.105
C 3.517 0.414 -0.221
H 1.674 -2.724 -1.093
H 1.095 -6.025 1.582
H 0.944 0.665 5.120
H 2.081 2.792 -1.966
H 5.455 -0.431 -0.505
H -2.916 0.146 3.306
H -1.208 -5.251 2.026
H -2.813 0.079 -0.998
H 2.552 -4.750 0.046
H -1.369 -3.733 -2.338
H -1.840 0.555 1.102
H -0.549 2.798 -1.883
H 0.926 3.431 1.934
H -3.441 -4.040 -3.643
H -2.079 -3.233 0.887
H -4.854 -0.236 -2.304
H -1.501 0.224 5.363
H 4.256 2.728 -3.158
H 5.956 1.039 -2.461
H -5.193 -2.299 -3.615
H -1.583 5.055 -1.928
H -1.373 6.525 0.079

The molecule's natural (NBO) atomic charges, reported in e, are given here: number 1, Se, carries 0.272; number 2, Se, carries 0.319; number 3, Cl, carries 0.103; number 4, Al, carries 1.830; number 5, O, carries -0.857; number 6, N, carries -0.654; number 7, N, carries -0.673; number 8, N, carries -0.449; number 9, N, carries -0.627; number 10, C, carries -0.173; number 11, C, carries -0.189; number 12, C, carries 0.058; number 13, C, carries -0.186; number 14, C, carries -0.242; number 15, C, carries -0.080; number 16, C, carries 0.078; number 17, C, carries -0.088; number 18, C, carries 0.063; number 19, C, carries -0.195; number 20, C, carries -0.215; number 21, C, carries -0.233; number 22, C, carries -0.066; number 23, C, carries -0.213; number 24, C, carries -0.232; number 25, C, carries 0.239; number 26, C, carries -0.246; number 27, C, carries -0.225; number 28, C, carries -0.261; number 29, C, carries 0.209; number 30, C, carries -0.240; number 31, C, carries 0.095; number 32, C, carries -0.120; number 33, C, carries -0.188; number 34, C, carries 0.178; number 35, C, carries -0.196; number 36, C, carries 0.040; number 37, C, carries 0.058; number 38, H, carries 0.220; number 39, H, carries 0.236; number 40, H, carries 0.263; number 41, H, carries 0.225; number 42, H, carries 0.262; number 43, H, carries 0.259; number 44, H, carries 0.235; number 45, H, carries 0.206; number 46, H, carries 0.229; number 47, H, carries 0.234; number 48, H, carries 0.231; number 49, H, carries 0.246; number 50, H, carries 0.225; number 51, H, carries 0.235; number 52, H, carries 0.228; number 53, H, carries 0.228; number 54, H, carries 0.258; number 55, H, carries 0.262; number 56, H, carries 0.259; number 57, H, carries 0.236; number 58, H, carries 0.262; number 59, H, carries 0.265

=====

ORCA calculation (wB97M-V/def2-TZVPD) on a structure of composition C30H23IIrN3O4.

Results
2S+1: 5
HOMO level (spin up / spin down): -13.24 / -13.39 eV
calculated total energy: -2023.6419 a.u.
energy above the lowest of the compared OMol25 structures with the same formula, charge and spin: 8.6 kJ/mol
maximum force: 1.392 eV/A
charge: +2
LUMO (spin up / spin down): -5.91 / -9.71 eV

Geometry (Å):
Ir 0.217 -0.031 -0.600
I -0.216 0.451 8.330
O 2.419 -3.535 -1.226
O 2.258 3.506 -1.371
O 0.505 0.990 1.422
O -0.041 -1.136 1.557
N 0.750 -2.068 -1.072
N 2.339 -0.007 -1.072
N 0.638 1.975 -1.339
C -1.865 -2.374 -2.400
C -3.271 -3.766 -3.760
C -0.138 -1.058 4.355
C 2.972 -1.159 -1.203
C 0.057 -3.370 -1.053
C 0.205 -0.034 2.103
C -2.111 2.288 -0.346
C 2.023 -2.290 -1.144
C -3.211 2.373 0.491
C 0.122 0.090 3.588
C -0.093 3.257 -1.474
C 1.223 -4.359 -1.309
C 4.332 -1.182 -1.472
C -2.522 -4.885 -3.391
C 2.912 1.164 -1.282
C -0.072 0.300 6.362
C 4.978 0.042 -1.622
C -2.938 -2.507 -3.257
C 1.902 2.248 -1.308
C 0.286 1.343 4.201
C 0.190 1.446 5.557
C 1.034 4.296 -1.290
C -1.567 4.572 0.110
C 4.271 1.238 -1.553
C -3.494 3.565 1.145
C -2.676 4.664 0.943
C -1.447 -4.748 -2.537
C -1.096 -3.488 -2.034
C -0.230 -0.957 5.712
C -1.265 3.376 -0.527
H -1.929 1.367 -0.888
H 1.072 5.046 -2.072
H 1.312 -5.146 -0.568
H -2.783 -5.864 -3.774
H -3.520 -1.637 -3.537
H -0.263 -2.002 3.842
H -1.627 -1.400 -2.011
H -0.340 -3.499 -0.041
H 4.863 -2.118 -1.579
H -3.861 1.516 0.621
H 0.308 2.400 6.055
H -4.113 -3.874 -4.435
H -0.431 -1.826 6.327
H -2.901 5.604 1.430
H 1.026 4.769 -0.313
H 6.040 0.063 -1.829
H -0.885 -5.631 -2.252
H 4.756 2.190 -1.724
H -0.956 5.455 -0.041
H 0.480 2.202 3.573
H 1.201 -4.786 -2.308
H -0.470 3.295 -2.498
H -4.359 3.640 1.790

The molecule's natural (NBO) atomic charges, reported in e, are given here: number 1, Ir, carries 1.264; number 2, I, carries 0.698; number 3, O, carries -0.428; number 4, O, carries -0.429; number 5, O, carries -0.701; number 6, O, carries -0.676; number 7, N, carries -0.538; number 8, N, carries -0.425; number 9, N, carries -0.549; number 10, C, carries -0.150; number 11, C, carries -0.186; number 12, C, carries -0.165; number 13, C, carries 0.117; number 14, C, carries -0.094; number 15, C, carries 0.724; number 16, C, carries -0.237; number 17, C, carries 0.593; number 18, C, carries -0.185; number 19, C, carries 0.023; number 20, C, carries -0.126; number 21, C, carries -0.087; number 22, C, carries -0.155; number 23, C, carries -0.187; number 24, C, carries 0.129; number 25, C, carries -0.185; number 26, C, carries -0.139; number 27, C, carries -0.213; number 28, C, carries 0.598; number 29, C, carries -0.167; number 30, C, carries -0.174; number 31, C, carries -0.083; number 32, C, carries -0.239; number 33, C, carries -0.158; number 34, C, carries -0.203; number 35, C, carries -0.186; number 36, C, carries -0.208; number 37, C, carries -0.075; number 38, C, carries -0.174; number 39, C, carries 0.039; number 40, H, carries 0.193; number 41, H, carries 0.229; number 42, H, carries 0.223; number 43, H, carries 0.233; number 44, H, carries 0.225; number 45, H, carries 0.270; number 46, H, carries 0.175; number 47, H, carries 0.233; number 48, H, carries 0.262; number 49, H, carries 0.225; number 50, H, carries 0.250; number 51, H, carries 0.233; number 52, H, carries 0.251; number 53, H, carries 0.231; number 54, H, carries 0.211; number 55, H, carries 0.255; number 56, H, carries 0.213; number 57, H, carries 0.261; number 58, H, carries 0.216; number 59, H, carries 0.269; number 60, H, carries 0.219; number 61, H, carries 0.231; number 62, H, carries 0.231

=====

ORCA calculation (wB97M-V/def2-TZVPD) on the ion C4H11N2O with charge +1.

Results
SMILES: [NH3+]CCNCC=O
HOMO level: -13.30 eV
calculated total energy: -343.4816 a.u.
energy above the lowest of the compared OMol25 structures with the same formula, charge and spin: 216.8 kJ/mol
maximum force: 2.905 eV/A
charge: +1
LUMO: -3.14 eV

Geometry (Å):
O -0.433 2.047 0.909
N -0.185 -0.696 1.680
N -0.450 -0.136 -0.867
C -0.237 1.222 -1.372
C -0.570 2.214 -0.276
C 0.678 -1.549 0.828
C 0.724 -0.935 -0.594
H 0.268 0.230 1.803
H -1.146 3.074 -0.674
H 0.291 -2.581 0.758
H 1.690 -1.621 1.201
H 0.845 -1.758 -1.310
H -1.034 -0.377 1.198
H -1.064 1.289 -2.156
H 1.602 -0.345 -0.844
H 0.712 1.385 -1.868
H -1.355 -0.516 -1.080
H -0.337 -0.947 2.663

The molecule's natural (NBO) atomic charges, reported in e, are given here: number 1, O, carries -0.564; number 2, N, carries -0.695; number 3, N, carries -0.683; number 4, C, carries -0.337; number 5, C, carries 0.462; number 6, C, carries -0.249; number 7, C, carries -0.239; number 8, H, carries 0.465; number 9, H, carries 0.133; number 10, H, carries 0.234; number 11, H, carries 0.242; number 12, H, carries 0.220; number 13, H, carries 0.463; number 14, H, carries 0.233; number 15, H, carries 0.224; number 16, H, carries 0.243; number 17, H, carries 0.402; number 18, H, carries 0.447